[1]
ORCA calculation (the ωB97M-V functional and the def2-TZVPD basis) on 7 unconnected molecules or ions with the total composition C6H23NO6 at a distorted geometry.

The geometry in XYZ format:
```
36
Properties=species:S:1:pos:R:3:mulliken_charge:R:1
C 2.03970 -2.83189 0.81962 -1.002
C 1.39797 -2.78649 -0.58583 -0.564
N -0.54028 -0.61675 -1.54493 -0.388
C 0.81714 -0.65348 -1.75845 0.641
C 1.68742 -1.62429 -1.42661 -0.551
C 0.91837 1.09263 -3.61046 -0.703
C 1.37866 0.54775 -2.48411 -0.498
H 1.67448 -1.91421 1.30903 0.206
H 1.76298 -3.77082 1.30771 0.330
H 3.12417 -2.74025 0.88290 0.311
H 0.36206 -3.13284 -0.57252 0.272
H 1.79001 -3.68462 -1.11733 0.324
H -0.86720 -1.11203 -0.73276 0.145
H -1.03456 0.24761 -1.68260 0.303
H 2.60000 -1.61573 -2.01527 0.345
H 1.22170 2.12114 -3.79286 0.291
H 0.16947 0.67373 -4.26054 0.304
H 2.25529 0.93237 -1.98777 0.230
H -2.62263 1.28545 2.93735 0.290
H -1.98402 0.33617 3.94717 0.286
O -1.78162 1.08310 3.37883 -0.634
H -3.16014 -0.34634 0.26306 0.373
H -2.13474 0.68397 0.67918 0.352
O -3.03732 0.40736 0.85626 -0.665
H -3.19241 -1.58483 -1.67426 0.347
H -2.66462 -2.59840 -0.70239 0.323
O -3.23538 -1.81814 -0.74233 -0.722
H -0.16237 3.74051 2.08679 0.298
H 1.10908 2.96417 1.95280 0.400
O 0.56333 3.61343 1.47150 -0.715
H 0.76697 1.93333 4.31246 0.270
H -0.00736 1.39751 3.05572 0.419
O 0.84060 1.77883 3.37996 -0.663
H -0.15102 3.08885 -1.25681 0.268
H 0.07737 2.63695 0.11298 0.334
O 0.01889 2.26626 -0.80546 -0.557
```

Max |F| ... 0.0596 Eh/bohr
Energy above the lowest of the compared OMol25 structures with the same formula, charge and spin ... 53.7 kcal/mol
E ... -20368.990 eV
E_HOMO ... -7.53 eV

[2]
ORCA calculation (the ωB97M-V functional and the def2-TZVPD basis) on 8 unconnected molecules or ions with the total composition C6H23NO7 at a distorted geometry.

The geometry in XYZ format:
```
37
Properties=species:S:1:pos:R:3:mulliken_charge:R:1
C -0.13280 2.28731 -2.74032 -1.323
C -0.03926 1.25046 -1.71485 1.188
C -1.00080 0.94907 -0.72378 -1.748
N -0.49469 -0.18033 -0.08726 0.467
C 0.75602 -0.52041 -0.55272 0.670
C 1.10066 0.47548 -1.46250 -0.824
C 1.61069 -1.65397 -0.17515 -1.494
H 0.74806 2.91271 -2.98605 0.320
H -0.65097 2.00607 -3.68383 0.252
H -0.92432 2.96445 -2.34392 0.329
H -1.88442 1.57270 -0.54343 0.353
H -1.08561 -0.67940 0.58869 0.274
H 2.10248 0.50185 -1.82709 0.669
H 1.09241 -2.58247 -0.34282 0.356
H 2.52006 -1.75869 -0.81075 0.381
H 1.65873 -1.64841 0.91537 0.290
H 3.47500 0.69835 -0.07475 0.335
H 4.31050 -0.43613 0.38426 0.332
O 4.39992 0.40050 -0.09764 -0.640
H -0.46197 -3.22503 -2.54584 0.358
H 0.36177 -2.76477 -3.82358 0.284
O 0.21710 -3.46305 -3.19153 -0.635
H -2.78310 -2.18786 -2.37628 0.280
H -1.63070 -1.56280 -1.41685 0.320
O -1.93300 -2.34602 -1.91021 -0.727
H -1.11918 2.23182 1.80437 0.332
H 0.42206 2.50842 1.31201 0.296
O -0.22948 2.52094 2.00883 -0.736
H -3.45742 1.22605 1.98591 0.246
H -2.28719 0.04392 2.32143 0.333
O -2.62524 0.80085 1.81739 -0.582
H 0.21283 0.97396 4.78232 0.336
H 0.09372 1.49323 3.28292 0.474
O 0.49633 0.78186 3.85560 -0.759
H -0.40957 -0.56456 3.50703 0.398
H -1.25411 -1.92543 3.66969 0.252
O -1.17452 -1.10065 3.19534 -0.654
```

Max |F| ... 0.0595 Eh/bohr
Energy above the lowest of the compared OMol25 structures with the same formula, charge and spin ... 9.9 kcal/mol
E ... -22417.561 eV
E_HOMO ... -7.96 eV

[3]
ORCA calculation (the ωB97M-V functional and the def2-TZVPD basis) on 7 unconnected molecules or ions with the total composition C6H24ClN12O6 at a distorted geometry.

The geometry in XYZ format:
```
49
Properties=species:S:1:pos:R:3:mulliken_charge:R:1
Cl -0.01239 0.27160 -0.12352 -0.891
C 2.81215 -0.42666 -2.77302 0.515
O 3.13396 -0.48257 -3.94362 -0.747
N 3.21468 0.48508 -1.95423 -0.266
N 1.94393 -1.28036 -2.31709 -0.181
H 4.01211 1.03619 -2.23794 0.205
H 2.94199 0.34735 -0.99154 0.187
H 1.36842 -1.06067 -1.51670 0.100
H 1.68303 -2.01663 -2.95736 0.189
C -2.36995 0.58524 3.59010 0.509
O -3.08674 0.41208 4.51314 -0.654
N -1.47821 1.57128 3.44380 -0.315
N -2.11651 -0.29568 2.63790 -0.115
H -1.34322 2.11467 4.28440 0.145
H -0.94388 1.70219 2.59677 0.329
H -2.69267 -1.11843 2.53195 0.150
H -1.36100 -0.02286 2.02564 0.034
C -2.26616 -2.91803 -1.68744 0.590
O -3.32339 -3.43254 -1.92165 -0.743
N -1.18665 -3.56131 -1.38100 -0.210
N -2.23970 -1.63521 -1.57833 -0.194
H -1.19747 -4.56756 -1.46732 0.186
H -0.27845 -3.14685 -1.22770 0.068
H -1.45934 -1.15104 -1.15795 0.187
H -3.13785 -1.20496 -1.74660 0.168
C 0.53594 -3.59065 1.47758 0.617
O 1.45022 -3.54050 0.74299 -0.613
N 0.22762 -4.70867 2.04546 -0.459
N -0.43637 -2.74550 1.65303 -0.234
H 0.62829 -5.58119 1.73195 0.203
H -0.49730 -4.57898 2.73666 0.198
H -1.29472 -3.27219 1.73007 0.222
H -0.48354 -1.89927 1.10368 -0.030
C -0.71125 4.02772 -2.61447 0.721
O -0.91611 5.11960 -3.08926 -0.704
N -1.38795 3.56618 -1.58640 -0.340
N 0.08312 3.11244 -2.98409 -0.274
H -1.29678 2.62266 -1.23775 0.130
H -1.91448 4.24141 -1.05074 0.180
H 0.70699 3.35057 -3.74184 0.170
H 0.08363 2.29298 -2.39367 0.141
C 2.13859 3.14865 1.54823 0.576
O 2.74298 3.78398 2.38875 -0.731
N 0.87258 3.04937 1.56481 -0.287
N 2.58774 2.20999 0.78556 -0.157
H 0.41631 2.46144 0.88198 0.043
H 0.36611 3.23144 2.41947 0.206
H 1.92587 1.56117 0.38423 -0.026
H 3.55594 1.93304 0.86301 0.200
```

Max |F| ... 0.1497 Eh/bohr
Energy above the lowest of the compared OMol25 structures with the same formula, charge and spin ... 86.9 kcal/mol
E ... -49306.888 eV
E_HOMO ... -7.18 eV
Net charge ... -1

[4]
ORCA calculation (the ωB97M-V functional and the def2-TZVPD basis) on a molecular structure, C6H24N12O6Tl at a distorted geometry.

The geometry in XYZ format:
```
49
Properties=species:S:1:pos:R:3:mulliken_charge:R:1
Tl 1.63257 -1.84802 0.93096 1.002
C -5.09470 -2.32961 -0.25275 0.622
O -4.03162 -2.21127 0.23960 -0.496
N -5.50782 -3.42656 -0.89049 -0.349
N -6.00825 -1.40962 -0.24164 -0.369
H -6.42947 -3.24713 -1.26261 0.190
H -4.83713 -4.03315 -1.34030 0.245
H -5.64622 -0.55041 0.14668 0.249
H -6.68360 -1.47760 -0.98955 0.227
C 3.44035 4.14505 4.13283 0.691
O 3.46179 3.02622 3.58230 -0.559
N 4.41788 5.02558 4.27439 -0.357
N 2.37850 4.45723 4.81989 -0.346
H 4.44652 5.91153 4.75851 0.207
H 5.33525 4.91400 3.86687 0.222
H 2.28563 5.10627 5.58815 0.250
H 1.74117 3.67377 4.81016 0.248
C -1.33576 -1.67523 -5.34225 0.752
O -0.84633 -1.35418 -4.29860 -0.549
N -2.31290 -1.04053 -5.90600 -0.364
N -0.95747 -2.73253 -5.94240 -0.358
H -2.63014 -1.42268 -6.78544 0.170
H -2.65460 -0.16831 -5.52842 0.217
H -1.39382 -2.83604 -6.84738 0.185
H -0.14380 -3.19050 -5.55731 0.232
C 5.53039 2.63249 -2.38873 0.730
O 4.45894 2.12778 -2.02625 -0.564
N 5.71693 3.14487 -3.57070 -0.352
N 6.55248 2.81467 -1.61251 -0.340
H 6.66564 3.31835 -3.87061 0.219
H 4.92995 3.05402 -4.19721 0.239
H 7.47132 3.04047 -1.96584 0.202
H 6.46731 2.58236 -0.63328 0.223
C -0.36382 -7.14636 4.72388 0.669
O -0.37941 -6.18315 4.12396 -0.486
N -1.40075 -7.95923 4.70728 -0.321
N 0.61388 -7.50105 5.45852 -0.345
H -1.29029 -8.83868 5.19150 0.199
H -2.32781 -7.73508 4.37497 0.236
H 0.68277 -8.33309 6.02690 0.187
H 1.45600 -6.94471 5.49634 0.218
C -1.94797 4.15976 -0.45916 0.727
O -1.36571 3.18474 -0.03804 -0.559
N -3.12166 4.55627 -0.27258 -0.323
N -1.44346 4.84719 -1.43042 -0.364
H -3.41604 5.41038 -0.72416 0.168
H -3.74541 4.08208 0.36475 0.224
H -1.92926 5.64741 -1.80956 0.208
H -0.44001 4.73243 -1.43410 0.244
```

Max |F| ... 0.2080 Eh/bohr
Energy above the lowest of the compared OMol25 structures with the same formula, charge and spin ... 251.4 kcal/mol
E ... -41441.122 eV
E_HOMO ... -15.45 eV
Net charge ... +3